No. 1
Molecular formula: C23H25CrN2O6S
Method: DFT, the ωB97M-V functional and the def2-TZVPD basis

As for the spin multiplicity: 4. The net charge is +2. The HOMO energy (alpha / beta) comes out at -15.04 / -15.04 eV. For the HOMO-LUMO gap (alpha / beta), the calculation gives 8.39 / 8.08 eV.

```
58
Properties=species:S:1:pos:R:3:nbo_charge:R:1
Cr 0.62542 0.46954 1.34416 1.44
O -1.75324 2.33401 4.33159 -0.61
C -0.86782 1.98350 3.43899 0.80
O -0.21070 0.94599 3.47372 -0.60
C -0.59649 2.94862 2.35100 0.07
C -0.91901 4.29358 2.29756 -0.16
C -0.26769 5.08560 1.35126 -0.11
C 0.78508 4.54750 0.61909 -0.17
C 1.03751 3.18901 0.74035 0.14
N 0.26889 2.40327 1.48514 -0.43
C 2.27785 2.39617 0.30198 0.76
O 3.03495 2.79818 -0.53889 -0.53
O 2.33974 1.29321 0.98654 -0.69
H -1.78200 1.74724 5.10625 0.53
H -1.62606 4.71674 2.99660 0.27
H -0.51917 6.13208 1.25362 0.26
H 1.41112 5.15574 -0.01766 0.28
C 0.90260 1.29781 -4.86976 -0.66
C 0.76432 0.91321 -3.44130 0.10
C -0.42394 1.09347 -2.73026 -0.20
C -0.46010 0.82502 -1.38042 0.04
N 0.60029 0.36959 -0.70001 -0.49
C 1.72339 0.11724 -1.38719 0.09
C 1.84144 0.37593 -2.73325 -0.23
H -0.02699 1.67593 -5.28598 0.24
H 1.24124 0.45546 -5.47325 0.25
H 1.66548 2.07275 -4.96310 0.26
H -1.31140 1.46064 -3.22501 0.24
H -1.36377 0.99052 -0.80974 0.22
H 2.55941 -0.26297 -0.81732 0.24
H 2.78351 0.19128 -3.22972 0.25
C -1.99865 -1.49219 3.14256 -0.74
C -2.25646 -0.57203 2.00113 0.71
C -3.67192 -0.28206 1.63947 -0.73
O -1.34449 -0.05787 1.34600 -0.63
H -2.58692 -1.19421 4.01116 0.26
H -0.94207 -1.51662 3.40138 0.25
H -2.33456 -2.49922 2.88418 0.28
H -4.20975 -1.21156 1.44906 0.27
H -3.72847 0.36195 0.76505 0.25
H -4.19044 0.20295 2.46815 0.27
C 2.01537 -3.99374 1.65288 -0.79
S 0.63007 -2.89440 1.25889 1.26
O 1.17861 -1.47488 1.46295 -0.98
C 0.49371 -3.07965 -0.52926 -0.29
C -0.79172 -2.95960 -1.04270 -0.20
C -0.99198 -3.02404 -2.41141 -0.19
C 0.09100 -3.21993 -3.25708 -0.16
C 1.37231 -3.32834 -2.73610 -0.21
C 1.58331 -3.24818 -1.36874 -0.15
H 2.63401 -4.23366 0.79614 0.25
H 1.58059 -4.90821 2.05164 0.27
H 2.61615 -3.51769 2.42516 0.27
H -1.63009 -2.83684 -0.37004 0.22
H -1.98987 -2.93633 -2.81606 0.24
H -0.06787 -3.30429 -4.32282 0.24
H 2.21603 -3.47485 -3.39508 0.24
H 2.59026 -3.32033 -0.98146 0.22
```


No. 2
Molecular formula: C23H25FN4O2
Method: DFT, the ωB97M-V functional and the def2-TZVPD basis

The HOMO energy comes out at -8.26 eV. For the HOMO-LUMO gap, the calculation gives 8.35 eV.

```
55
Properties=species:S:1:pos:R:3:nbo_charge:R:1
C -1.54485 -2.14041 -2.10087 -0.67
C -2.23573 -2.90298 -0.95836 0.24
N -2.24159 -4.29659 -1.00004 -0.43
C -2.81746 -4.47846 0.20894 0.28
C -3.23477 -5.59610 0.77445 -0.22
C -3.64248 -5.73337 2.02502 -0.22
C -3.91953 -4.55252 2.80853 -0.19
C -3.81319 -3.35067 2.00406 0.00
N -3.13736 -3.24932 0.81994 -0.26
C -2.76852 -2.25061 0.18145 -0.05
C -2.74187 -0.88182 0.39845 -0.13
N -1.62134 -0.22136 1.00371 -0.37
C -1.05673 0.66801 0.50024 0.62
O -1.21112 0.87855 -0.70089 -0.68
C 0.35668 1.07329 0.94903 -0.29
C 1.60364 -0.08537 1.10333 -0.39
C 1.61528 -0.58383 -0.24425 -0.48
C 1.94561 0.49956 -1.35444 0.69
O 2.31963 0.09937 -2.62248 -0.73
N 1.61581 1.67971 -1.08293 -0.41
C 0.96230 2.22744 0.10959 -0.13
H 2.02378 2.64516 0.72587 0.19
H 0.29500 2.81412 -0.06255 0.18
C 1.82556 2.74135 -2.04020 -0.30
C 2.63621 3.74892 -1.97499 -0.07
C 2.39363 4.98693 -1.37747 -0.26
C 3.38314 5.98301 -0.83474 0.40
C 4.79985 5.36849 -1.02147 -0.22
C 5.16712 4.18831 -1.12737 -0.23
C 4.05943 3.26188 -1.52862 -0.16
H 4.27106 2.22499 -1.98027 0.23
H 5.99521 3.87530 -1.21429 0.19
H 5.56133 6.09960 -0.58497 0.20
F 3.12030 7.26877 -0.58132 -0.30
H 1.42699 5.49882 -1.37933 0.21
H 0.77422 3.14866 -2.33510 0.22
H 1.77741 2.32873 -3.14513 0.30
H 0.96935 -1.27166 -0.57647 0.24
H 2.54956 -1.32312 -0.50264 0.24
H 1.38538 -0.94599 1.60283 0.21
H 2.46422 0.20962 1.56259 0.22
H 0.56364 1.37613 2.09749 0.22
C -1.29104 -0.73077 2.50026 -0.43
H -0.58656 -0.14271 3.07593 0.23
H -0.99706 -1.78568 2.29896 0.22
H -2.37920 -0.85287 3.15815 0.21
H -3.76337 -0.72795 1.38268 0.13
H -3.18111 -0.25245 -0.17126 0.24
H -4.06882 -2.51033 2.46507 0.19
H -4.40321 -4.63756 3.52994 0.17
H -3.93689 -6.78706 2.31057 0.23
H -2.78584 -6.61415 0.10496 0.23
H -0.76003 -2.63218 -2.49828 0.23
H -2.23526 -2.24982 -2.88493 0.23
H -1.48639 -1.10697 -1.81639 0.24
```


No. 3
Molecular formula: C23H25MoN5O11P2S2
Method: DFT, the ωB97M-V functional and the def2-TZVPD basis

The net charge is +2. The HOMO energy comes out at -14.15 eV. For the HOMO-LUMO gap, the calculation gives 5.84 eV.

```
69
Properties=species:S:1:pos:R:3:nbo_charge:R:1
Mo 1.25460 0.24980 -0.62643 1.63
N 5.63255 -0.16613 0.50905 -0.74
C 4.33094 -0.33067 0.25640 0.28
S 3.54492 0.91699 -0.67562 0.29
N 3.70026 -1.36740 0.68632 -0.35
N 2.37704 -1.38868 0.34638 -0.24
C 1.73627 -2.45856 0.70888 0.40
C 2.36734 -3.61385 1.36423 -0.08
C 3.40493 -4.30113 0.73617 -0.18
C 3.94776 -5.41836 1.34479 -0.20
C 3.48327 -5.82897 2.58945 -0.16
C 2.46416 -5.13318 3.22432 -0.19
C 1.89162 -4.03288 2.60575 -0.22
C 0.30639 -2.46384 0.40075 0.14
C -0.50009 -3.56479 0.58597 -0.18
C -1.83517 -3.49486 0.20988 -0.09
C -2.30741 -2.33484 -0.37018 -0.20
C -1.44479 -1.26987 -0.55095 0.10
N -0.16733 -1.32186 -0.14631 -0.44
H 6.15966 0.59588 0.11956 0.43
H 6.12709 -0.89358 1.00146 0.43
H 3.77298 -3.97214 -0.22690 0.23
H 4.73963 -5.96627 0.85294 0.24
H 3.92066 -6.69539 3.06711 0.24
H 2.11332 -5.44629 4.19794 0.24
H 1.10333 -3.48126 3.10502 0.23
H -0.07615 -4.46672 1.00091 0.27
H -2.48521 -4.34814 0.34979 0.26
H -3.33290 -2.23855 -0.69638 0.26
H -1.77083 -0.36501 -1.03445 0.25
O 1.49435 -1.46883 -4.54826 -0.97
P 2.33076 -0.63950 -3.52483 2.57
O 3.69558 -1.04481 -3.25861 -1.03
O 1.37265 -0.72696 -2.18071 -0.88
O 2.10108 0.88857 -3.92265 -1.06
P 1.01592 1.91063 -3.28104 2.56
O -0.33182 1.06647 -3.37606 -1.01
O 0.94613 3.22236 -3.87988 -1.01
O 1.42300 1.82782 -1.73235 -0.92
H 2.02513 -2.03222 -5.13097 0.55
H -0.88922 1.40224 -4.09353 0.54
C -6.91534 3.94324 -1.30392 -0.65
C -5.56455 3.46605 -0.85324 0.06
C -5.26391 3.37554 0.50792 -0.20
C -4.03458 2.91852 0.94014 -0.18
C -3.08479 2.56107 -0.01614 -0.34
C -3.35130 2.63809 -1.37838 -0.18
C -4.59645 3.08632 -1.78221 -0.20
S -1.53815 2.03016 0.54350 2.32
O -1.64620 1.12906 1.65925 -0.93
O -0.81715 1.46069 -0.62149 -0.97
N -0.81080 3.42391 0.93539 -0.86
C 0.55436 3.49144 1.49012 -0.23
C 0.86715 2.62595 2.71163 -0.55
C 1.00000 1.15282 2.46140 0.84
O 1.05679 0.24029 3.19485 -0.45
O 1.11793 0.90565 1.04249 -0.59
H -7.33540 4.66107 -0.60180 0.24
H -7.60803 3.10154 -1.36819 0.25
H -6.86500 4.40587 -2.28784 0.24
H -6.01013 3.66182 1.23798 0.24
H -3.82931 2.81979 1.99937 0.24
H -2.59253 2.37329 -2.10104 0.24
H -4.81966 3.15737 -2.83916 0.23
H -1.48256 4.05468 1.35880 0.43
H 0.69131 4.53768 1.75372 0.25
H 1.25784 3.28620 0.68449 0.22
H 0.14175 2.74232 3.51704 0.28
H 1.83636 2.94436 3.10841 0.28
```


No. 4
Molecular formula: C23H25N2O5PS7Tl
Method: DFT, the ωB97M-V functional and the def2-TZVPD basis

The net charge is -1. The HOMO energy comes out at -4.41 eV. For the HOMO-LUMO gap, the calculation gives 6.67 eV.

```
64
Properties=species:S:1:pos:R:3:mulliken_charge:R:1
Tl 1.19644 0.84495 -0.72434 0.92
O 3.10186 6.00515 2.87649 -0.63
C 3.11629 5.01940 2.17434 0.59
S 3.05810 5.06014 0.41161 -0.19
C 3.17569 3.32664 0.14037 0.10
C 3.25482 2.54445 1.25077 -0.04
S 3.11761 0.84287 1.20699 -0.51
S 3.20468 3.36883 2.79976 -0.16
S 2.93504 2.69453 -1.42739 -0.28
C 2.65956 -2.94020 -2.91104 -1.72
C 2.11264 -1.58390 -2.58318 0.48
N 2.70774 -0.76305 -1.81758 0.15
O 3.89113 -1.19802 -1.25586 -0.50
C 0.83051 -1.12936 -3.17015 0.42
C 0.24823 -1.81761 -4.36209 -1.76
N 0.21777 -0.12321 -2.61682 0.38
O -0.89925 0.30232 -3.09751 -0.89
H 3.26402 -3.30207 -2.08340 0.48
H 3.29881 -2.89085 -3.79647 0.36
H 1.85016 -3.64082 -3.11100 0.39
H 4.07283 -0.48539 -0.61128 0.40
H 1.02443 -2.10910 -5.07373 0.38
H -0.44879 -1.13418 -4.84165 0.44
H -0.31066 -2.71802 -4.08370 0.28
O 0.53165 -0.91264 0.33793 0.11
C -0.20401 -1.30284 1.43248 3.21
C 0.54944 -2.49265 2.04850 -1.01
C 1.89873 -2.56697 2.21340 -0.47
C 2.31822 -3.78530 2.81968 -0.79
C 1.27233 -4.61496 3.09962 -0.51
S -0.21331 -3.92072 2.61924 -0.07
C -0.36391 -0.20908 2.50630 -0.30
C -0.47975 1.13729 2.32172 -0.33
C -0.62374 1.86449 3.53861 -1.30
C -0.62067 1.04940 4.62953 -0.61
S -0.42366 -0.58675 4.18290 -0.08
C -1.60372 -1.78182 1.00670 -0.69
C -1.89240 -2.40431 -0.16810 -0.30
C -3.27060 -2.74654 -0.29315 -0.63
C -3.99836 -2.37727 0.80030 -0.57
S -3.01462 -1.61810 1.97289 -0.07
H 2.55756 -1.76400 1.91130 0.54
H 3.35141 -4.03346 3.02638 0.39
H 1.29618 -5.59358 3.55568 0.45
H -0.46220 1.62171 1.35418 0.55
H -0.71044 2.94235 3.58965 0.45
H -0.70275 1.32451 5.66995 0.45
H -1.13317 -2.57483 -0.92091 0.39
H -3.69674 -3.23879 -1.15773 0.38
H -5.05513 -2.51074 0.97880 0.44
C -2.81538 3.79265 -0.01948 -1.28
P -2.01522 2.60171 -1.09393 1.27
C -2.81847 1.05344 -0.78762 -0.41
C -2.45049 3.07353 -2.75939 -1.28
O -0.51646 2.61471 -0.86151 -0.60
H -3.88923 3.84185 -0.20976 0.36
H -2.36507 4.77199 -0.18903 0.36
H -2.63890 3.50230 1.01832 0.33
H -3.90601 1.14977 -0.82350 0.57
H -2.51935 0.68605 0.19299 -0.21
H -2.47255 0.35784 -1.55363 0.18
H -3.53655 3.12085 -2.87269 0.38
H -2.03288 2.31091 -3.41835 0.25
H -2.00942 4.04453 -2.99141 0.36
```


Sequential ΔE to the lowest compared entry with this formula, charge and spin output: 29.38, 494.31, 15.16, 9.08 kcal per mole